Computed, not measured: C17H19FN4O in the gas phase, with ωB97M-V/def2-TZVPD.

XYZ file:
```
42
Properties=species:S:1:pos:R:3:mulliken_charge:R:1
O 1.584 1.841 -3.029 -0.676
C 1.305 0.800 -2.459 0.251
C 1.385 -0.516 -3.179 0.206
C 2.608 -0.944 -3.682 -0.538
C 2.695 -2.117 -4.411 -0.528
C 1.561 -2.869 -4.662 -0.496
C 0.348 -2.419 -4.171 0.215
F -0.765 -3.142 -4.420 -0.323
C 0.237 -1.257 -3.432 -0.085
N 0.913 0.754 -1.172 0.271
C 0.641 -0.466 -0.437 -0.764
C 0.876 -0.225 1.049 -1.699
C -0.156 0.777 1.596 2.136
C -0.411 1.873 0.535 -0.981
C 0.750 1.995 -0.439 -0.978
N 0.388 1.384 2.818 -0.376
C -0.596 1.953 3.717 -0.888
C -1.589 0.918 4.289 -0.605
C -2.067 0.133 3.123 -0.667
N -3.196 -0.633 3.004 -0.100
C -3.201 -1.113 1.733 -0.524
N -2.167 -0.710 1.052 -0.469
C -1.443 0.069 1.908 0.096
H 3.489 -0.347 -3.499 0.462
H 3.650 -2.446 -4.792 0.383
H 1.602 -3.783 -5.233 0.451
H -0.729 -0.936 -3.076 0.510
H 1.298 -1.260 -0.800 0.588
H -0.401 -0.781 -0.569 0.353
H 1.880 0.170 1.209 0.425
H 0.787 -1.172 1.583 0.460
H -1.319 1.627 -0.018 0.336
H -0.558 2.830 1.035 0.334
H 1.670 2.242 0.104 0.250
H 0.569 2.784 -1.173 0.559
H 0.930 0.687 3.321 0.301
H -1.158 2.711 3.166 0.284
H -0.057 2.448 4.529 0.433
H -2.413 1.418 4.803 0.399
H -1.082 0.269 5.012 0.282
H -3.888 -0.794 3.717 0.191
H -3.972 -1.751 1.351 0.521
```

LUMO (eV): 0.58
SMILES string: O=C(c1cccc(F)c1)N1CCC2(CC1)NCCc1[nH]cnc12

Computed, not measured: C7H13N3O4S as an isolated structure at a distorted geometry, with ωB97M-V/def2-TZVPD.

XYZ file:
```
28
Properties=species:S:1:pos:R:3:mulliken_charge:R:1
C 2.061 1.584 0.167 0.079
C 0.578 1.153 0.456 0.265
C 2.913 0.413 -0.509 -0.989
C 2.960 -0.788 0.466 0.480
C -1.355 -0.208 -0.351 -0.310
C -1.574 -0.869 -1.746 0.681
C -2.593 0.640 0.163 -0.563
H 2.275 2.015 2.133 0.238
H 2.991 3.101 1.012 0.244
H 2.143 2.366 -0.716 0.283
H 2.413 0.031 -1.339 0.448
H 3.915 0.779 -0.760 0.388
H 4.000 -1.111 2.382 0.230
H 4.456 0.250 1.503 0.258
H 0.195 0.563 -1.637 0.408
H -0.936 -0.889 0.335 0.483
H -2.270 1.438 0.916 0.296
H -3.068 1.121 -0.697 0.456
H -5.144 0.051 0.086 0.198
H -3.314 -1.772 -1.183 0.299
N 2.759 2.111 1.262 -0.510
N 3.862 -0.623 1.471 -0.409
N -0.238 0.827 -0.674 -0.309
O 0.140 1.272 1.603 -0.665
O 2.183 -1.750 0.276 -0.629
O -0.730 -0.785 -2.709 -0.595
O -2.698 -1.758 -1.978 -0.449
S -3.840 -0.721 0.883 -0.305
```

LUMO (eV): -0.32

Computed, not measured: a 2-piece molecular cluster, C2H2S3 overall at a distorted geometry, with ωB97M-V/def2-TZVPD.

XYZ file:
```
7
Properties=species:S:1:pos:R:3:mulliken_charge:R:1
C -0.744 0.158 -0.321 -0.194
C 0.421 0.257 -0.575 -0.682
S 2.208 -2.567 2.390 -0.139
S 1.512 -2.728 -0.732 -0.080
S 2.388 -1.666 0.664 0.187
H -1.773 -0.169 -0.239 0.363
H 1.451 0.404 -0.787 0.544
```

LUMO (eV): -2.61

In hartree, the HOMO values for the records above are, in order, -0.3164, -0.3462, -0.3443.
In eV, the HOMO-LUMO gap values for the records above are, in order, 9.19, 9.10, 6.75.
In eV, the calculated total energy values for the records above are, in order, -28663.7436, -30963.7916, -34608.8013.